[1]
DFT (ωB97M-V/def2-TZVPD) results for one molecule with the formula C6H4Br2O2.

Structure (XYZ):
```
14
Properties=species:S:1:pos:R:3:forces:R:3:nbo_charge:R:1
C -0.6039 -1.2865 0.4255 -0.5 0.0 0.1 -0.227
C -1.3374 -0.1372 0.3366 -0.2 -0.2 0.2 -0.306
C 1.7024 -0.3891 0.0523 1.1 -0.8 0.2 -0.299
C 1.4316 0.8702 0.1617 -0.9 0.4 -0.4 -0.128
C 0.7075 -1.5119 -0.1667 0.3 0.3 -0.1 0.471
C -1.1450 0.8480 -0.6283 1.4 -0.1 0.3 0.255
O 1.0714 -2.5345 -0.6946 -0.3 -0.2 0.0 -0.498
O -1.7303 2.0334 -0.6450 -0.3 0.3 0.0 -0.625
Br 3.5086 -1.1734 0.2279 -0.5 0.7 0.0 0.023
Br 2.2745 2.4815 0.1718 0.1 -0.2 0.0 0.185
H -0.9452 -2.0817 1.0739 0.0 -0.1 0.0 0.236
H -2.1651 0.0037 1.0248 -0.1 0.0 0.0 0.215
H -0.5470 0.6577 -1.5073 -0.1 0.1 -0.1 0.208
H -2.2220 2.2198 0.1674 0.1 -0.2 0.0 0.491
```
Forces are in eV/Å.

Calculated values
Frontier orbital gap (spin up / spin down)   7.55 / 6.43 eV
E   -150462.106 eV
Charge   0
Relative energy (zero: lowest compared OMol25 entry of this formula, charge and spin)   0.00 kJ/mol
Multiplicity   1

=====

[2]
DFT (ωB97M-V/def2-TZVPD) results for a 2-piece molecular cluster, C5H14NO2 overall.

Structure (XYZ):
```
22
Properties=species:S:1:pos:R:3:forces:R:3:nbo_charge:R:1
C 2.5585 -0.5323 -1.5277 -1.3 -0.4 1.0 -0.429
N 1.8597 0.5918 -0.7804 0.4 -2.4 0.8 -0.655
C 0.9333 0.2341 0.4000 -0.9 1.8 -1.2 -0.044
C -0.4942 0.7661 0.0099 1.7 2.0 2.7 -0.394
C -1.5789 0.8802 1.1988 3.8 1.5 0.0 -0.106
O -2.1544 -0.2644 1.3779 -1.6 -1.6 1.1 -0.343
C 0.6776 -1.2415 0.8656 -1.2 1.3 -0.3 -0.648
H 1.7745 -1.2077 -2.0339 1.4 1.1 0.0 0.171
H 3.1283 -1.2945 -0.8659 -0.7 1.8 -0.7 0.200
H 3.2467 0.0426 -2.1800 -0.4 -1.1 0.0 0.214
H 1.4334 1.2267 -1.4550 -0.1 -0.5 0.4 0.359
H 1.2982 0.9821 1.1347 -0.2 -1.2 0.5 0.192
H -0.4522 1.8151 -0.3451 0.2 -0.6 -0.2 0.209
H -0.8596 0.1305 -0.7083 -1.1 -1.4 -1.9 0.191
H -0.9988 1.0036 2.2122 -0.4 0.3 -1.5 0.240
H -2.0872 1.8017 0.9151 -1.2 -0.2 0.6 0.176
H -0.2499 -1.1746 1.5664 2.1 -0.4 -0.9 0.247
H 1.5495 -1.7326 1.2928 -0.2 -0.1 0.1 0.222
H 0.2745 -1.7825 -0.0254 0.6 0.1 0.6 0.211
H -3.4528 -0.2581 0.4523 -0.1 0.4 -2.4 0.489
H -2.7958 0.0902 -0.9599 1.5 0.2 -0.6 0.451
O -3.6102 -0.0764 -0.5440 -2.3 -0.6 1.9 -0.952
```
Forces are in eV/Å.

Calculated values
Frontier orbital gap (spin up / spin down)   9.55 / 6.46 eV
E   -10992.738 eV
Charge   0
Relative energy (zero: lowest compared OMol25 entry of this formula, charge and spin)   211.13 kJ/mol
Multiplicity   2
Expectation value of S²   0.75

=====

[3]
DFT (ωB97M-V/def2-TZVPD) results for one molecule with the formula C2H5NO2S.

Structure (XYZ):
```
11
Properties=species:S:1:pos:R:3:forces:R:3:nbo_charge:R:1
C 0.4939 0.3306 0.2298 0.7 0.6 -1.5 -0.323
C 0.9270 -1.0271 -0.1415 -1.3 -1.6 4.8 -0.611
N -0.4439 0.6594 -0.9251 -1.1 0.0 -0.8 -0.884
O -1.5830 1.7470 1.0727 0.1 0.4 0.2 -0.923
O -2.0264 -0.6339 0.8680 1.5 0.7 -1.2 -0.874
S -1.1737 0.4916 0.5191 -2.1 0.8 0.9 2.275
H 1.1910 1.1620 0.5156 -0.7 -1.1 0.1 0.246
H 0.0792 -1.6545 -0.4144 -0.1 0.3 0.0 0.243
H 1.3433 -1.4810 0.7735 0.4 -0.2 -0.5 0.212
H 1.5716 -1.0235 -0.8989 2.9 0.1 -3.0 0.216
H -0.3790 1.4293 -1.5988 -0.3 -0.1 1.0 0.424
```
Forces are in eV/Å.

Calculated values
Frontier orbital gap   10.82 eV
E   -18572.435 eV
SMILES   C[C@H]1NS1(=O)=O
Charge   0
Relative energy (zero: lowest compared OMol25 entry of this formula, charge and spin)   302.43 kJ/mol
Multiplicity   1

=====

[4]
DFT (ωB97M-V/def2-TZVPD) results for a 5-piece molecular cluster, C5H20N10O5 overall.

Structure (XYZ):
```
40
Properties=species:S:1:pos:R:3:forces:R:3:nbo_charge:R:1
C 10.1581 7.3202 -3.4627 0.0 -1.3 -4.0 0.750
O 10.9726 6.9834 -4.3105 1.5 -0.2 -1.7 -0.762
N 8.9055 7.4336 -3.6282 -6.5 0.2 -3.8 -0.813
N 10.3578 7.5440 -2.2639 5.5 1.0 8.2 -0.793
H 8.5115 7.3071 -4.5495 0.0 0.2 0.4 0.368
H 8.3238 7.7599 -2.8696 -0.3 0.0 -0.4 0.433
H 9.6601 7.5683 -1.5340 0.1 0.1 -0.4 0.416
H 11.3308 7.4033 -2.0325 -0.1 0.2 0.8 0.397
C 11.5457 6.7914 -8.0335 -5.2 -0.4 -2.4 0.696
O 12.6708 7.2266 -7.7644 3.4 0.9 1.3 -0.029
N 11.2708 6.5066 -9.2835 2.6 -0.1 -2.7 -0.762
N 10.5033 6.8388 -7.2730 0.9 0.4 2.3 -0.728
H 12.0154 6.8222 -9.8885 -0.3 -0.5 -0.7 0.420
H 10.4488 6.1148 -9.7204 -0.1 0.0 0.6 0.451
H 9.6826 6.3169 -7.5454 -0.3 0.0 0.6 0.448
H 10.7622 7.1524 -6.3485 -1.1 -0.4 1.6 0.465
C 4.7078 6.5653 -1.9135 0.5 4.2 3.4 0.740
O 4.5810 7.7357 -1.5118 0.5 -0.6 -1.0 -0.681
N 3.7242 5.7770 -2.0871 -6.3 -3.7 -1.7 -0.806
N 5.8183 5.8643 -1.8756 3.4 -1.2 -0.6 -0.857
H 3.7924 4.7694 -2.1010 0.5 0.3 0.0 0.382
H 2.7510 6.0431 -2.0391 0.4 0.7 0.0 0.407
H 6.6515 6.3634 -1.5985 0.1 -0.2 -0.6 0.412
H 5.8385 5.0704 -2.4995 0.6 0.1 0.3 0.372
C 7.7398 7.6879 0.0008 0.9 1.5 3.9 0.790
O 7.6981 7.7088 -1.1714 0.0 -0.5 -5.1 -0.706
N 8.0389 6.6801 0.7767 0.4 -4.5 0.4 -0.815
N 7.7221 8.7604 0.7520 -1.0 4.3 2.3 -0.813
H 8.1706 5.7944 0.3094 -0.1 -0.1 0.5 0.400
H 8.1462 6.7281 1.7798 0.0 0.0 -0.5 0.412
H 7.3702 8.6748 1.6948 0.3 0.0 -0.1 0.387
H 7.5707 9.6996 0.4127 -0.2 -0.4 -0.6 0.411
C 7.2194 4.3748 -7.3658 -0.1 -1.7 -1.4 0.749
O 6.3770 4.9563 -7.9469 -2.9 1.9 -1.9 -0.625
N 7.5314 3.0946 -7.6936 0.4 -0.9 0.1 -0.858
N 7.9471 4.9608 -6.4289 2.5 0.3 2.6 -0.861
H 8.3206 2.5787 -7.3315 -0.3 0.1 -0.1 0.392
H 6.9029 2.6585 -8.3531 0.3 0.0 0.1 0.422
H 8.2811 4.2506 -5.7931 0.4 0.5 0.6 0.384
H 7.5411 5.7687 -5.9789 -0.2 -0.2 -0.2 0.406
```
Forces are in eV/Å.

Calculated values
Frontier orbital gap (spin up / spin down)   8.61 / 2.80 eV
E   -30641.118 eV
Charge   +1
Relative energy (zero: lowest compared OMol25 entry of this formula, charge and spin)   132.36 kJ/mol
Multiplicity   2
Expectation value of S²   0.75

=====

Q: Look up the multiplicity of the third one.
A: 1